No. 1
# C45H87N3O15S3

A 15-piece molecular cluster, C45H87N3O15S3 overall at a distorted geometry (ωB97M-V with the def2-TZVPD basis set, the Open Molecules 2025 dataset).

Values from the calculation:
**Total charge**: 0
**LUMO level**: 0.05 eV
**DFT total energy**: -115762.750 eV
**Gap between HOMO and LUMO**: 9.44 eV

CARTESIAN COORDINATES (ANGSTROEM)
C (-24.4570, 1.3035, 30.3773)
C (-25.8047, 0.6606, 30.1914)
O (-26.6674, 0.8275, 31.0253)
C (-26.0782, -0.0716, 28.9248)
H (-24.5165, 1.9966, 31.2164)
H (-24.1494, 1.8990, 29.5179)
H (-23.7308, 0.5299, 30.6394)
H (-25.3580, -0.8104, 28.5627)
H (-26.2053, 0.5526, 28.0347)
H (-27.0262, -0.6003, 29.0559)
C (-17.4580, 8.1773, 32.8684)
C (-16.7454, 8.1232, 31.5422)
O (-15.5689, 8.3814, 31.4517)
C (-17.5614, 7.7733, 30.2896)
H (-18.2154, 8.9618, 32.7792)
H (-16.7336, 8.4051, 33.6423)
H (-17.9992, 7.2534, 33.0782)
H (-18.2491, 6.9574, 30.5023)
H (-16.9045, 7.6263, 29.4424)
H (-18.1907, 8.6673, 30.1993)
C (-16.2728, 2.3614, 29.5463)
C (-17.0381, 1.2329, 30.1762)
O (-16.4675, 0.2924, 30.6810)
C (-18.5507, 1.2962, 30.1322)
H (-16.6896, 3.2970, 29.9242)
H (-16.3821, 2.3366, 28.4624)
H (-15.2380, 2.2547, 29.8623)
H (-19.0011, 0.6908, 30.9162)
H (-18.9373, 0.9249, 29.1830)
H (-18.8645, 2.3164, 30.3523)
C (-21.6378, 7.0919, 36.1539)
C (-21.4874, 6.7847, 34.6861)
O (-20.4587, 7.0303, 34.0962)
C (-22.6427, 6.1256, 33.9659)
H (-22.6388, 7.4384, 36.4119)
H (-20.8826, 7.8310, 36.4161)
H (-21.4617, 6.1973, 36.7555)
H (-22.3160, 5.2732, 33.3757)
H (-22.9677, 6.8952, 33.2560)
H (-23.4581, 5.8865, 34.6444)
C (-19.3992, 6.7524, 24.4438)
C (-20.4077, 7.7234, 25.0447)
O (-21.5330, 7.7789, 24.6237)
C (-19.8867, 8.7749, 26.0289)
H (-19.7647, 6.4918, 23.4514)
H (-19.1866, 5.8391, 24.9964)
H (-18.4643, 7.3074, 24.3261)
H (-19.3909, 8.3026, 26.8758)
H (-20.7510, 9.3617, 26.3328)
H (-19.2139, 9.4383, 25.4853)
C (-25.9656, 9.8090, 28.3070)
C (-24.8394, 8.8262, 28.2273)
O (-24.8603, 7.7080, 28.6789)
C (-23.6193, 9.3394, 27.4989)
H (-26.8925, 9.3060, 28.5792)
H (-26.1094, 10.4043, 27.4061)
H (-25.7199, 10.5472, 29.0778)
H (-23.5217, 10.4072, 27.7099)
H (-23.7355, 9.1820, 26.4254)
H (-22.7036, 8.8564, 27.8356)
C (-26.0995, 0.5231, 34.8045)
C (-24.8430, 1.3516, 34.6074)
O (-23.7707, 0.9309, 34.9734)
C (-24.9590, 2.7149, 33.9526)
H (-25.8069, -0.5195, 34.8534)
H (-26.8272, 0.7596, 34.0295)
H (-26.5375, 0.8803, 35.7415)
H (-25.8024, 2.7914, 33.2761)
H (-24.0027, 2.8512, 33.4454)
H (-24.9896, 3.4453, 34.7640)
C (-23.0695, 9.4470, 31.0684)
C (-22.5037, 10.0679, 32.3068)
O (-23.2140, 10.6337, 33.1071)
C (-21.0004, 10.1769, 32.3918)
H (-24.1520, 9.4995, 30.9951)
H (-22.7658, 8.3926, 31.0929)
H (-22.6279, 9.8555, 30.1571)
H (-20.7334, 10.4361, 33.4165)
H (-20.7039, 11.0339, 31.7844)
H (-20.4895, 9.2571, 32.1109)
C (-24.3721, 3.0015, 23.3543)
C (-23.5088, 4.2332, 23.5222)
O (-23.3257, 5.0196, 22.6295)
C (-22.7313, 4.3341, 24.8350)
H (-23.7836, 2.1225, 23.0990)
H (-25.1378, 3.1701, 22.5978)
H (-24.8857, 2.7700, 24.2900)
H (-22.1399, 3.4187, 24.9450)
H (-23.3739, 4.3170, 25.7172)
H (-22.1002, 5.2186, 24.8169)
C (-27.7006, 3.7538, 26.4889)
C (-26.3561, 3.4034, 26.9695)
N (-25.3083, 3.1173, 27.3493)
H (-28.4712, 3.5348, 27.2185)
H (-27.9072, 3.1857, 25.5796)
H (-27.6454, 4.7935, 26.1689)
C (-22.2164, 0.7624, 27.2758)
C (-22.5886, 0.5574, 25.8680)
N (-22.8357, 0.4539, 24.7523)
H (-22.2634, 1.8194, 27.5298)
H (-21.1837, 0.4211, 27.3321)
H (-22.8887, 0.2287, 27.9408)
C (-16.6619, 4.2306, 26.0333)
C (-17.4740, 4.6378, 27.1758)
N (-18.0567, 4.9571, 28.1122)
H (-16.8283, 3.1695, 25.8579)
H (-15.6240, 4.3675, 26.3491)
H (-16.7867, 4.8171, 25.1287)
C (-21.6951, 5.9234, 28.1244)
C (-20.8784, 6.4754, 29.2838)
C (-20.6744, 5.4212, 30.3414)
S (-22.0163, 4.1865, 30.1185)
O (-22.8812, 4.2745, 31.2769)
O (-21.5581, 2.8788, 29.6745)
C (-22.7902, 5.0600, 28.6844)
H (-21.1059, 5.3069, 27.4338)
H (-22.1019, 6.7625, 27.5575)
H (-21.3547, 7.3851, 29.6574)
H (-19.9289, 6.8429, 28.8885)
H (-20.8313, 5.8234, 31.3432)
H (-19.7018, 4.9321, 30.3364)
H (-23.4047, 5.7975, 29.2160)
H (-23.3390, 4.3994, 28.0235)
C (-20.8394, -0.1171, 33.0601)
C (-20.3880, -0.0969, 34.5169)
C (-19.3706, 1.0340, 34.6242)
S (-20.1452, 2.4249, 33.6668)
O (-19.1605, 3.0752, 32.8208)
O (-20.9604, 3.2049, 34.5726)
C (-21.2525, 1.3118, 32.7145)
H (-21.6534, -0.8028, 32.8367)
H (-19.9780, -0.3660, 32.4353)
H (-19.9002, -1.0503, 34.7351)
H (-21.2364, -0.0433, 35.1992)
H (-18.4662, 0.7051, 34.1138)
H (-19.1640, 1.3691, 35.6362)
H (-21.2571, 1.7094, 31.6981)
H (-22.2571, 1.5414, 33.0724)
C (-26.7126, 5.6401, 30.3315)
C (-26.6674, 4.5835, 31.4369)
C (-28.0411, 3.8651, 31.4666)
S (-29.1985, 4.9101, 30.4816)
O (-30.4005, 5.2587, 31.2025)
O (-29.2661, 4.3762, 29.1432)
C (-28.0671, 6.3092, 30.3633)
H (-26.5056, 5.1991, 29.3562)
H (-25.9642, 6.4210, 30.4680)
H (-26.4965, 4.9864, 32.4346)
H (-25.8323, 3.9093, 31.2517)
H (-28.4568, 3.9173, 32.4728)
H (-28.1219, 2.8446, 31.1015)
H (-28.2511, 6.9058, 31.2614)
H (-28.3746, 6.9280, 29.5232)



No. 2
# C45H90N7O6

A 5-piece molecular cluster, C45H90N7O6 overall at a distorted geometry (ωB97M-V with the def2-TZVPD basis set, the Open Molecules 2025 dataset).

Values from the calculation:
**Total charge**: +1
**⟨S²⟩**: 6.02
**LUMO level (spin up / spin down)**: -5.54 / -5.54 eV
**DFT total energy**: -70822.230 eV
**Gap between HOMO and LUMO (spin up / spin down)**: 4.66 / 5.32 eV
**Spin multiplicity**: 5

CARTESIAN COORDINATES (ANGSTROEM)
C (7.0752, 1.2544, 3.7117)
C (7.0735, 2.6977, 3.0344)
O (5.8354, 3.0566, 2.3726)
C (4.9383, 3.7003, 3.2817)
O (5.1964, 4.7447, 3.8894)
C (3.5293, 3.0049, 3.4799)
C (2.3865, 3.9708, 4.0474)
C (0.9443, 3.4662, 3.5166)
N (0.5498, 2.1293, 4.0597)
C (0.9315, 0.9222, 3.2885)
C (-0.0735, 0.8186, 1.9968)
N (-1.1137, 1.7903, 2.4987)
C (-0.9437, 2.0723, 3.9254)
N (-1.8674, 2.2008, 4.8971)
H (8.1587, 1.0645, 4.0518)
H (6.4427, 1.1884, 4.6558)
H (6.8231, 0.3994, 3.0015)
H (7.9067, 2.7116, 2.2433)
H (7.3934, 3.4419, 3.8422)
H (3.5611, 2.0952, 4.1828)
H (3.1423, 2.6067, 2.4717)
H (2.3599, 3.9978, 5.1809)
H (2.5315, 5.0534, 3.6921)
H (0.8736, 3.4945, 2.3660)
H (0.1386, 4.2104, 3.8762)
H (2.0089, 0.7693, 2.9769)
H (0.6864, 0.0692, 3.9980)
H (0.4894, 1.0942, 1.0525)
H (-0.4326, -0.2625, 2.1140)
H (-1.0508, 2.5855, 1.8448)
H (-2.1479, 1.3303, 5.3803)
H (-2.2745, 3.0906, 5.2062)
C (-3.9913, 1.6317, -2.7828)
C (-3.3056, 2.6852, -1.8778)
C (-3.9933, 4.0466, -2.0903)
C (-3.6822, 4.6437, -3.4615)
C (-2.1779, 4.7231, -3.7048)
C (-1.4017, 3.4216, -3.4018)
N (-1.8339, 2.7546, -2.1399)
O (-1.2676, 3.4233, -1.1060)
C (-1.5367, 2.4158, -4.5664)
C (0.1110, 3.7725, -3.4035)
C (-3.6000, 2.1625, -0.4530)
H (-4.9693, 1.3525, -2.3809)
H (-4.1968, 1.9877, -3.7913)
H (-3.3972, 0.7171, -2.8530)
H (-3.6831, 4.7565, -1.3128)
H (-5.0797, 3.9383, -1.9855)
H (-4.1608, 4.0647, -4.2558)
H (-4.1113, 5.6479, -3.5228)
H (-2.0028, 5.0242, -4.7431)
H (-1.7836, 5.5361, -3.0845)
H (-1.0665, 1.4630, -4.3158)
H (-1.0423, 2.7929, -5.4664)
H (-2.5643, 2.2240, -4.8654)
H (0.3496, 4.5925, -2.7228)
H (0.4325, 4.0932, -4.3985)
H (0.7189, 2.9067, -3.1248)
H (-3.1914, 1.1563, -0.3177)
H (-4.6773, 2.1082, -0.2730)
H (-3.1927, 2.8031, 0.3330)
C (1.7090, -2.1708, -3.0412)
C (1.5768, -1.7564, -1.5546)
C (2.9819, -1.4797, -0.9873)
C (3.8027, -2.7577, -0.8257)
C (3.0536, -3.7995, -0.0016)
C (1.5942, -4.0491, -0.4430)
N (0.8489, -2.7964, -0.7616)
O (0.4795, -2.2315, 0.4122)
C (1.5429, -4.9834, -1.6713)
C (0.9096, -4.8838, 0.6730)
C (0.7711, -0.4360, -1.6352)
H (1.9380, -1.3035, -3.6671)
H (2.5209, -2.8719, -3.2301)
H (0.7808, -2.6066, -3.4189)
H (2.9084, -0.9764, -0.0141)
H (3.5227, -0.7888, -1.6456)
H (4.0715, -3.1731, -1.8005)
H (4.7486, -2.5180, -0.3310)
H (3.6133, -4.7404, -0.0278)
H (3.0676, -3.4693, 1.0437)
H (0.5212, -5.0879, -2.0402)
H (1.8969, -5.9860, -1.4155)
H (2.1747, -4.6618, -2.4955)
H (0.9954, -4.4158, 1.6563)
H (1.3745, -5.8701, 0.7584)
H (-0.1515, -5.0382, 0.4576)
H (-0.1966, -0.5998, -2.1186)
H (1.3130, 0.3102, -2.2236)
H (0.5891, 0.0194, -0.6603)
C (4.3718, -7.2698, -7.0534)
C (4.2378, -6.8566, -5.5667)
C (5.6423, -6.5827, -4.9971)
C (6.4609, -7.8622, -4.8356)
C (5.7084, -8.9030, -4.0133)
C (4.2490, -9.1494, -4.4570)
N (3.5070, -7.8956, -4.7763)
O (3.1377, -7.3287, -3.6050)
C (4.1971, -10.0837, -5.6860)
C (3.5603, -9.9828, -3.3425)
C (3.4344, -5.5346, -5.6461)
H (4.6032, -6.4024, -7.6780)
H (5.1829, -7.9720, -7.2418)
H (3.4434, -7.7036, -7.4331)
H (5.5682, -6.0805, -4.0240)
H (6.1852, -5.8920, -5.6540)
H (6.7306, -8.2774, -5.8104)
H (7.4064, -7.6246, -4.3393)
H (6.2663, -9.8452, -4.0389)
H (5.7214, -8.5732, -2.9682)
H (3.1755, -10.1854, -6.0559)
H (4.5485, -11.0872, -5.4281)
H (4.8308, -9.7632, -6.5095)
H (3.6456, -9.5151, -2.3592)
H (4.0228, -10.9704, -3.2563)
H (2.4992, -10.1345, -3.5598)
H (2.4672, -5.6963, -6.1310)
H (3.9784, -4.7887, -6.2327)
H (3.2521, -5.0801, -4.6692)
C (-8.3497, 5.7099, 6.3902)
C (-6.8020, 5.6497, 6.4079)
C (-6.2465, 6.8862, 5.6765)
C (-6.4885, 6.8247, 4.1692)
C (-5.9548, 5.5258, 3.5736)
C (-6.3798, 4.2446, 4.3257)
N (-6.2997, 4.3740, 5.8082)
O (-4.9980, 4.2426, 6.1603)
C (-7.8168, 3.8310, 3.9389)
C (-5.5123, 3.0792, 3.7844)
C (-6.4699, 5.7372, 7.9184)
H (-8.7168, 6.4594, 7.0965)
H (-8.7661, 6.0072, 5.4284)
H (-8.7906, 4.7520, 6.6767)
H (-5.1695, 6.9871, 5.8616)
H (-6.7088, 7.7968, 6.0757)
H (-7.5521, 6.9329, 3.9408)
H (-5.9914, 7.6728, 3.6896)
H (-6.2692, 5.4608, 2.5262)
H (-4.8606, 5.5935, 3.5564)
H (-8.1522, 2.9812, 4.5357)
H (-7.8662, 3.5277, 2.8887)
H (-8.5463, 4.6307, 4.0387)
H (-4.4429, 3.2923, 3.8522)
H (-5.7236, 2.8931, 2.7273)
H (-5.7128, 2.1505, 4.3266)
H (-6.9337, 4.9121, 8.4665)
H (-6.8498, 6.6709, 8.3420)
H (-5.3978, 5.7223, 8.1271)



No. 3
# C45H95BeF2N6O9S2

C45H95BeF2N6O9S2 as an isolated structure at a distorted geometry (ωB97M-V with the def2-TZVPD basis set, the Open Molecules 2025 dataset).

Values from the calculation:
**Total charge**: +2
**⟨S²⟩**: 0.75
**LUMO level (spin up / spin down)**: -8.95 / -8.95 eV
**DFT total energy**: -103051.496 eV
**Gap between HOMO and LUMO (spin up / spin down)**: 2.56 / 2.56 eV
**Spin multiplicity**: 2

CARTESIAN COORDINATES (ANGSTROEM)
Be (-0.5573, 2.8567, -1.3546)
N (-1.0514, 1.3978, 0.4624)
S (-1.4772, 0.0340, 0.9476)
O (-2.7375, -0.0701, 1.6238)
O (-0.5134, -0.9096, 1.4235)
F (-1.8673, -0.4028, -0.5274)
S (-1.0847, 2.0070, 2.0732)
O (-0.3538, 1.3107, 3.1450)
O (-2.3583, 2.6426, 2.4338)
F (-0.1129, 3.2012, 1.8228)
C (-1.3510, -4.6707, 1.7689)
C (0.0506, -5.3325, 1.6783)
C (-0.0877, -6.4844, 0.6073)
C (1.1492, -6.8734, -0.0909)
C (2.1122, -5.7120, -0.4704)
C (2.3345, -4.6799, 0.6509)
N (1.0088, -4.3293, 1.2190)
O (1.0195, -3.1910, 2.0004)
C (3.3611, -5.1623, 1.7516)
C (2.8852, -3.4093, -0.0910)
C (0.4069, -6.0537, 3.0221)
H (-1.6015, -4.0759, 0.8905)
H (-1.3677, -3.9687, 2.6026)
H (-2.0754, -5.4606, 1.9676)
H (-0.4787, -7.4081, 1.0340)
H (-0.7186, -6.0210, -0.1511)
H (0.9093, -7.3850, -1.0230)
H (1.5916, -7.6955, 0.4718)
H (1.7984, -5.2699, -1.4160)
H (3.0756, -6.2105, -0.5769)
H (3.3339, -4.5063, 2.6217)
H (3.2498, -6.1960, 2.0791)
H (4.4279, -5.1131, 1.5334)
H (2.2287, -3.0664, -0.8907)
H (2.9057, -2.6164, 0.6566)
H (3.8422, -3.4428, -0.6117)
H (0.8861, -5.3565, 3.7093)
H (1.1479, -6.8305, 2.8333)
H (-0.4075, -6.5821, 3.5178)
H (0.4542, -2.6451, 1.4491)
C (-1.0093, -1.2995, 4.9524)
C (-0.2250, -0.8494, 6.2894)
C (0.4242, -2.0548, 7.0348)
C (1.6059, -2.6409, 6.2223)
C (2.7137, -1.6785, 6.0802)
C (2.2315, -0.3112, 5.4359)
N (0.8878, 0.1112, 6.0362)
O (0.4771, 1.3464, 5.5648)
C (3.3636, 0.6899, 5.6774)
C (2.0813, -0.4740, 3.8593)
C (-1.1353, -0.1490, 7.2735)
H (-1.0685, -0.6335, 4.0916)
H (-2.0605, -1.4467, 5.2004)
H (-0.7421, -2.2872, 4.5766)
H (0.8729, -1.6860, 7.9572)
H (-0.3155, -2.8509, 7.1184)
H (1.2098, -2.7873, 5.2174)
H (1.9895, -3.6006, 6.5686)
H (3.3371, -2.3124, 5.4495)
H (3.1800, -1.4678, 7.0426)
H (3.1254, 1.5983, 5.1241)
H (3.6998, 0.8346, 6.7041)
H (4.1961, 0.2027, 5.1695)
H (1.2601, -1.0962, 3.5035)
H (1.9687, 0.5312, 3.4532)
H (2.9908, -0.8359, 3.3798)
H (-0.5938, 0.1971, 8.1539)
H (-1.9235, -0.7990, 7.6533)
H (-1.6566, 0.6843, 6.8023)
H (0.4335, 1.1448, 4.6272)
C (-5.0523, 4.5472, -0.4736)
C (-3.9909, 3.9476, -1.3308)
C (-4.3896, 3.9663, -2.8111)
C (-4.3631, 5.4631, -3.3494)
C (-2.9747, 5.8635, -3.3154)
C (-2.5120, 5.9316, -1.8564)
N (-2.6960, 4.6250, -1.1896)
O (-2.2116, 4.4844, 0.1325)
C (-0.9755, 6.1619, -1.9905)
C (-3.1038, 7.1391, -1.1087)
C (-3.9541, 2.4194, -1.0497)
H (-5.4024, 5.5582, -0.6821)
H (-4.7427, 4.6351, 0.5678)
H (-5.9428, 3.9191, -0.4982)
H (-3.7389, 3.4294, -3.5015)
H (-5.3920, 3.5584, -2.9414)
H (-4.9770, 6.1438, -2.7597)
H (-4.6198, 5.4671, -4.4087)
H (-3.0345, 6.9005, -3.6457)
H (-2.3573, 5.2462, -3.9680)
H (-0.4732, 5.3805, -2.5607)
H (-0.8041, 7.1019, -2.5150)
H (-0.4744, 6.2861, -1.0305)
H (-4.1911, 7.1579, -1.1836)
H (-2.7854, 7.0598, -0.0693)
H (-2.7717, 8.0728, -1.5626)
H (-3.5858, 2.2744, -0.0341)
H (-3.2273, 1.9665, -1.7241)
H (-4.9291, 1.9390, -1.1316)
H (-2.8426, 5.0301, 0.6075)
C (4.2384, 1.5195, -1.4938)
C (2.7845, 1.5900, -0.8497)
C (2.8924, 1.1746, 0.6736)
C (3.6733, 2.1267, 1.6122)
C (3.1186, 3.4953, 1.5295)
C (2.8720, 4.0287, 0.0996)
N (2.1919, 3.0168, -0.8518)
O (1.9733, 3.4963, -2.0806)
C (1.9535, 5.3027, 0.2802)
C (4.2373, 4.5979, -0.4394)
C (1.7260, 0.6186, -1.4975)
H (5.0700, 1.9133, -0.9094)
H (4.4491, 0.4727, -1.7124)
H (4.3017, 1.9674, -2.4855)
H (1.8701, 1.0234, 1.0203)
H (3.2710, 0.1570, 0.7698)
H (3.7413, 1.8450, 2.6630)
H (4.6929, 2.1718, 1.2295)
H (3.5971, 4.2865, 2.1066)
H (2.2103, 3.4134, 2.1266)
H (0.9874, 4.9721, 0.6614)
H (1.6767, 5.7919, -0.6537)
H (2.4904, 6.0595, 0.8522)
H (4.4857, 5.4838, 0.1450)
H (4.0900, 4.9982, -1.4425)
H (5.0336, 3.8543, -0.4074)
H (1.7886, 0.7571, -2.5769)
H (1.8733, -0.4038, -1.1495)
H (0.7955, 0.9678, -1.0500)
H (2.8989, 3.6781, -2.2593)
C (-2.3228, -0.1479, -6.8790)
C (-2.2204, -1.5248, -6.1226)
C (-1.7501, -2.5842, -7.1604)
C (-1.2674, -3.9124, -6.5588)
C (-0.2683, -3.7409, -5.4797)
C (-0.5581, -2.6225, -4.3607)
N (-1.2470, -1.4371, -5.0101)
O (-1.6154, -0.5035, -4.0374)
C (-1.4489, -3.3485, -3.2485)
C (0.7770, -2.1789, -3.5996)
C (-3.6888, -2.0089, -5.7541)
H (-1.3858, 0.4080, -6.9113)
H (-3.0499, 0.5142, -6.4088)
H (-2.7567, -0.2787, -7.8703)
H (-2.5734, -2.7671, -7.8510)
H (-1.0210, -2.1542, -7.8471)
H (-0.7473, -4.5309, -7.2903)
H (-2.0523, -4.5846, -6.2121)
H (0.6600, -3.4356, -5.9626)
H (-0.2260, -4.6953, -4.9550)
H (-1.7598, -2.6451, -2.4760)
H (-2.4331, -3.7450, -3.4980)
H (-0.8431, -4.0643, -2.6929)
H (1.3215, -1.5382, -4.2933)
H (0.4896, -1.6181, -2.7102)
H (1.3728, -3.0761, -3.4317)
H (-4.3641, -2.1593, -6.5963)
H (-4.1701, -1.3140, -5.0659)
H (-3.6771, -2.9339, -5.1777)
H (-0.9394, 0.1769, -4.0776)



> Among the records above, which one has the lowest DFT total energy?

C45H87N3O15S3